(1)
ORCA calculation (ωB97M-V with the def2-TZVPD basis set) on a molecular structure, C35H31ClIMoN6OSi.

```
! RIJCOSX wB97M-V def2-TZVPD def2/J DEFGRID3
* xyz 1 3
Mo -0.425 -0.342 -0.500
C 0.891 3.243 3.655
C -0.206 2.459 3.997
C -0.510 1.326 3.261
C 0.283 0.980 2.170
C 1.373 1.763 1.823
C 1.678 2.895 2.568
N -0.011 -0.205 1.417
C -0.039 -1.417 2.114
C 0.557 -1.641 3.367
C 0.441 -2.880 3.950
C -0.287 -3.911 3.328
C -0.865 -3.717 2.099
C -0.708 -2.473 1.477
N -1.176 -2.138 0.228
N -1.936 -2.964 -0.428
C -2.425 -2.357 -1.548
C -3.281 -3.051 -2.409
C -3.846 -2.376 -3.463
C -3.562 -1.019 -3.645
C -2.697 -0.399 -2.779
N -2.113 -1.048 -1.750
H 1.129 4.123 4.237
H -0.823 2.730 4.843
H -1.355 0.702 3.525
H 1.983 1.484 0.978
H 2.532 3.498 2.292
H 1.113 -0.848 3.847
H 0.912 -3.067 4.906
H -0.382 -4.868 3.824
H -1.413 -4.498 1.593
H -3.485 -4.092 -2.206
H -4.516 -2.889 -4.139
H -4.003 -0.452 -4.451
H -2.438 0.640 -2.896
Cl 6.550 -1.394 1.592
C 5.020 -1.208 0.809
C 4.771 -0.071 0.101
C 3.524 0.108 -0.537
I 3.248 1.828 -1.663
C 2.542 -0.842 -0.419
O 1.332 -0.682 -1.027
C 2.812 -2.068 0.252
N 1.856 -3.026 0.220
C 2.111 -4.164 0.812
C 3.313 -4.442 1.495
C 4.283 -3.485 1.536
C 4.060 -2.250 0.887
H 5.531 0.693 0.021
H 1.336 -4.921 0.761
H 3.451 -5.404 1.968
H 5.222 -3.658 2.042
C -3.011 1.327 0.838
Si -2.074 2.468 -0.331
C -1.351 3.883 0.627
C -3.307 3.057 -1.605
N -0.820 1.460 -1.135
C -0.302 1.794 -2.428
C 0.154 0.824 -3.311
C 0.662 1.174 -4.550
C 0.731 2.501 -4.940
C 0.283 3.475 -4.070
C -0.233 3.128 -2.832
H -2.790 1.561 1.877
H -2.830 0.255 0.699
H -4.083 1.473 0.683
H -0.835 4.633 0.028
H -0.656 3.508 1.380
H -2.169 4.384 1.153
H -4.138 3.518 -1.062
H -3.724 2.214 -2.158
H -2.938 3.791 -2.318
H 0.145 -0.228 -3.056
H 1.012 0.392 -5.212
H 1.131 2.771 -5.908
H 0.337 4.519 -4.350
H -0.543 3.913 -2.154
*
```

The calculation puts the total energy at -78139.782 eV. For the energy above the lowest of the compared OMol25 structures with the same formula, charge and spin, the calculation gives 155.2 kJ/mol. Its LUMO energy (spin up / spin down) is -4.1 / -4.6 eV.

---

(2)
ORCA calculation (ωB97M-V with the def2-TZVPD basis set) on a molecular structure, C35H31ClN3O4PRh.

```
! RIJCOSX wB97M-V def2-TZVPD def2/J DEFGRID3
* xyz 1 5
Rh 0.327 -0.424 0.214
C -3.354 -3.689 -2.157
C -2.973 -4.158 -0.779
C -3.368 -5.429 -0.370
C -3.061 -5.923 0.888
C -2.344 -5.147 1.785
C -1.932 -3.883 1.403
C -2.240 -3.385 0.136
P -1.646 -1.708 -0.224
C -0.975 -1.677 -1.913
C -1.427 -0.715 -2.824
C -0.858 -0.615 -4.076
C 0.177 -1.472 -4.427
C 0.617 -2.439 -3.539
C 0.059 -2.572 -2.272
C 0.504 -3.705 -1.383
C -3.078 -0.603 -0.076
C -4.345 -1.122 0.134
C -5.424 -0.294 0.425
C -5.226 1.079 0.583
C -3.978 1.622 0.410
C -2.866 0.816 0.032
C -1.646 1.414 -0.242
H -4.198 -4.269 -2.527
H -2.526 -3.826 -2.857
H -3.633 -2.636 -2.171
H -3.936 -6.040 -1.061
H -3.387 -6.916 1.168
H -2.105 -5.524 2.770
H -1.354 -3.273 2.089
H -2.235 -0.049 -2.545
H -1.211 0.132 -4.774
H 0.640 -1.389 -5.402
H 1.412 -3.113 -3.833
H 1.486 -4.064 -1.688
H -0.195 -4.542 -1.459
H 0.560 -3.419 -0.335
H -4.506 -2.191 0.082
H -6.411 -0.717 0.546
H -6.061 1.715 0.845
H -3.817 2.686 0.525
H -1.488 2.475 -0.109
H -0.856 0.873 -0.770
O 4.743 3.245 0.295
C 4.552 2.750 1.496
O 5.402 2.755 2.349
C 3.214 2.128 1.755
C 2.751 1.694 2.995
Cl 3.561 1.802 4.470
N 1.532 1.114 2.815
N 1.214 1.159 1.507
C 2.203 1.750 0.859
C 2.148 1.788 -0.658
O 2.861 2.598 -1.248
O 1.381 0.930 -1.201
C 0.586 0.534 3.723
C 0.687 0.631 5.106
C -0.265 0.021 5.911
C -1.335 -0.665 5.363
C -1.454 -0.741 3.983
C -0.498 -0.152 3.179
H 3.971 3.124 -0.324
H 1.497 1.171 5.561
H -0.162 0.088 6.985
H -2.073 -1.135 5.999
H -2.293 -1.249 3.524
H -0.603 -0.227 2.097
C 5.571 -1.878 -0.667
C 4.813 -0.745 0.044
C 3.425 -1.077 0.278
N 2.323 -1.340 0.464
H 6.626 -1.622 -0.723
H 5.195 -2.014 -1.680
H 5.467 -2.814 -0.122
H 4.827 0.162 -0.569
H 5.281 -0.512 1.003
*
```

The calculation puts the total energy at -74270.621 eV. For the energy above the lowest of the compared OMol25 structures with the same formula, charge and spin, the calculation gives 0.0 kJ/mol. Its LUMO energy (spin up / spin down) is -2.6 / -5.0 eV.

---

(3)
ORCA calculation (ωB97M-V with the def2-TZVPD basis set) on a molecular structure, C35H31N3OPPd.

```
! RIJCOSX wB97M-V def2-TZVPD def2/J DEFGRID3
* xyz 1 1
Pd -0.324 0.777 -0.877
N -1.740 -0.701 -2.389
C -0.906 -1.727 -2.910
C -1.293 -3.053 -2.757
C -0.552 -4.075 -3.320
C 0.575 -3.774 -4.065
C 0.995 -2.460 -4.174
C 0.285 -1.414 -3.584
C 0.871 -0.054 -3.618
C 1.459 0.400 -4.801
C 2.153 1.594 -4.852
C 2.321 2.350 -3.706
C 1.743 1.916 -2.520
C 0.984 0.752 -2.474
H -2.585 -1.097 -1.979
H -1.978 -0.010 -3.100
H -2.191 -3.274 -2.197
H -0.868 -5.099 -3.198
H 1.140 -4.560 -4.541
H 1.906 -2.236 -4.707
H 1.350 -0.190 -5.699
H 2.582 1.927 -5.785
H 2.892 3.267 -3.733
H 1.918 2.502 -1.618
O -1.009 0.335 1.232
P -0.070 -0.248 2.240
C -0.948 -1.410 3.319
C -1.645 -2.407 2.645
C -2.339 -3.366 3.356
C -2.334 -3.326 4.742
C -1.637 -2.335 5.415
C -0.930 -1.378 4.705
C 0.703 1.072 3.219
C 2.043 1.410 3.094
C 2.554 2.466 3.831
C 1.729 3.182 4.683
C 0.382 2.865 4.784
C -0.134 1.815 4.046
C 1.224 -1.256 1.460
C 2.288 -1.750 2.206
C 3.250 -2.531 1.593
C 3.149 -2.827 0.242
C 2.061 -2.382 -0.490
C 1.091 -1.603 0.120
H -1.630 -2.418 1.562
H -2.880 -4.144 2.837
H -2.868 -4.079 5.300
H -1.643 -2.310 6.494
H -0.368 -0.616 5.226
H 2.682 0.851 2.425
H 3.598 2.727 3.744
H 2.134 3.996 5.264
H -0.262 3.435 5.437
H -1.185 1.564 4.095
H 2.360 -1.518 3.260
H 4.082 -2.904 2.170
H 3.919 -3.414 -0.236
H 1.955 -2.641 -1.532
H 0.204 -1.287 -0.452
N -0.193 3.683 -0.655
C -1.451 3.491 -1.147
C -2.139 4.454 -1.897
C -3.399 4.154 -2.366
C -3.963 2.915 -2.068
C -3.217 2.013 -1.338
N -1.986 2.283 -0.906
H 0.197 4.612 -0.668
H 0.074 3.075 0.120
H -1.677 5.405 -2.109
H -3.946 4.880 -2.946
H -4.956 2.660 -2.400
H -3.614 1.046 -1.054
*
```

The calculation puts the total energy at -56079.836 eV. For the energy above the lowest of the compared OMol25 structures with the same formula, charge and spin, the calculation gives 130.7 kJ/mol. Its LUMO energy (spin up / spin down) is -3.9 / -3.8 eV.

---

(4)
ORCA calculation (ωB97M-V with the def2-TZVPD basis set) on a molecular structure, C35H31N6O4RuS3.

```
! RIJCOSX wB97M-V def2-TZVPD def2/J DEFGRID3
* xyz 1 1
Ru 0.565 2.207 0.456
C -4.901 1.461 0.780
C -4.528 2.071 -0.413
C -3.276 2.647 -0.533
C -2.386 2.570 0.541
C -2.738 1.933 1.728
C -4.014 1.404 1.846
N -1.089 3.119 0.423
C -0.985 4.460 0.011
C -2.018 5.395 0.068
C -1.777 6.687 -0.363
C -0.530 7.070 -0.856
C 0.514 6.162 -0.904
C 0.273 4.873 -0.462
N 1.218 3.836 -0.397
N 2.388 3.975 -0.819
C 3.163 2.839 -0.553
C 4.506 2.860 -0.882
C 5.291 1.789 -0.494
C 4.712 0.750 0.216
C 3.352 0.779 0.478
N 2.583 1.792 0.083
H -5.887 1.026 0.877
H -5.218 2.106 -1.246
H -2.972 3.126 -1.454
H -2.033 1.878 2.549
H -4.308 0.931 2.773
H -2.982 5.117 0.469
H -2.573 7.418 -0.310
H -0.373 8.086 -1.189
H 1.497 6.434 -1.262
H 4.905 3.718 -1.402
H 6.348 1.777 -0.721
H 5.302 -0.080 0.575
H 2.859 0.007 1.051
S -0.097 1.161 -1.605
C 0.179 -0.496 -1.173
N -0.772 -1.301 -0.807
C -0.423 -2.699 -0.484
C 0.843 -2.668 0.331
N 1.884 -2.063 -0.495
C 3.200 -2.715 -0.485
C 3.155 -4.081 -1.124
C 3.140 -5.225 -0.334
C 3.059 -6.483 -0.916
C 2.994 -6.602 -2.296
C 3.018 -5.464 -3.091
C 3.100 -4.208 -2.511
C 1.571 -1.083 -1.346
S 2.516 -0.505 -2.563
C -2.197 -0.891 -0.713
C -2.959 -1.611 0.365
C -2.541 -1.547 1.693
C -3.270 -2.187 2.682
C -4.431 -2.879 2.357
C -4.855 -2.937 1.038
C -4.113 -2.311 0.043
H -0.284 -3.258 -1.413
H -1.244 -3.133 0.075
H 1.149 -3.684 0.570
H 0.701 -2.104 1.256
H 3.506 -2.801 0.561
H 3.889 -2.055 -1.006
H 3.212 -5.137 0.745
H 3.055 -7.367 -0.292
H 2.935 -7.581 -2.753
H 2.982 -5.556 -4.169
H 3.127 -3.320 -3.130
H -2.648 -1.073 -1.691
H -2.195 0.183 -0.544
H -1.651 -0.985 1.949
H -2.937 -2.135 3.711
H -5.003 -3.372 3.131
H -5.756 -3.476 0.780
H -4.441 -2.366 -0.989
O -0.241 1.234 3.925
S 0.749 1.100 2.904
O 1.112 2.527 2.320
O 0.137 0.527 1.606
O 1.959 0.400 3.223
*
```

The calculation puts the total energy at -89011.700 eV. For the energy above the lowest of the compared OMol25 structures with the same formula, charge and spin, the calculation gives 0.0 kJ/mol. Its LUMO energy (spin up / spin down) is -5.2 / -5.2 eV.

---

(5)
ORCA calculation (ωB97M-V with the def2-TZVPD basis set) on a molecular structure, C35H31NP2PdS3Te.

```
! RIJCOSX wB97M-V def2-TZVPD def2/J DEFGRID3
* xyz -2 1
Pd 1.845 0.991 -1.023
S -0.260 2.161 -1.040
P -0.369 0.914 0.512
C 0.568 -0.432 0.099
P 1.886 -1.219 0.805
S 3.562 -0.373 0.087
C 1.864 -2.999 0.383
C 2.715 -3.895 1.027
C 2.727 -5.233 0.664
C 1.894 -5.681 -0.356
C 1.059 -4.789 -1.013
C 1.042 -3.447 -0.645
C 1.886 -1.263 2.645
C 2.756 -0.469 3.383
C 2.679 -0.452 4.773
C 1.733 -1.226 5.430
C 0.853 -2.014 4.698
C 0.930 -2.028 3.312
C -2.107 0.465 0.862
C -3.053 1.460 1.089
C -4.374 1.118 1.340
C -4.756 -0.219 1.363
C -3.817 -1.213 1.127
C -2.492 -0.868 0.874
C 0.135 1.764 2.066
C -0.351 1.323 3.298
C 0.121 1.876 4.482
C 1.092 2.867 4.442
C 1.585 3.307 3.218
C 1.105 2.763 2.035
H 3.369 -3.536 1.814
H 3.388 -5.927 1.169
H 1.910 -6.725 -0.645
H 0.432 -5.130 -1.826
H 0.426 -2.724 -1.169
H 3.482 0.140 2.854
H 3.351 0.181 5.338
H 1.672 -1.207 6.512
H 0.109 -2.613 5.208
H 0.245 -2.642 2.736
H -2.749 2.500 1.056
H -5.110 1.894 1.513
H -5.789 -0.484 1.553
H -4.116 -2.254 1.128
H -1.743 -1.623 0.657
H -1.101 0.540 3.330
H -0.259 1.520 5.432
H 1.469 3.294 5.365
H 2.347 4.075 3.173
H 1.486 3.110 1.078
S 4.255 5.015 -0.300
C 3.510 3.679 -0.880
N 2.981 2.727 -1.289
C -3.752 2.400 -5.321
C -2.473 1.722 -4.900
C -2.481 0.501 -4.240
C -1.303 -0.137 -3.858
C -1.404 -1.418 -3.066
C -0.051 0.433 -4.154
Te 1.772 -0.508 -3.541
C -0.039 1.687 -4.783
C 1.263 2.411 -5.025
C -1.235 2.301 -5.148
H -4.604 2.008 -4.762
H -3.956 2.250 -6.386
H -3.699 3.477 -5.148
H -3.433 0.042 -3.987
H -2.449 -1.677 -2.872
H -0.880 -1.296 -2.115
H -0.911 -2.239 -3.591
H 1.797 2.553 -4.078
H 1.086 3.387 -5.482
H 1.927 1.823 -5.661
H -1.194 3.278 -5.624
*
```

The calculation puts the total energy at -100148.367 eV. For the energy above the lowest of the compared OMol25 structures with the same formula, charge and spin, the calculation gives 11.1 kJ/mol. Its LUMO energy is 4.2 eV.

---

(6)
ORCA calculation (ωB97M-V with the def2-TZVPD basis set) on a molecular structure, C35H32As2N12SV.

```
! RIJCOSX wB97M-V def2-TZVPD def2/J DEFGRID3
* xyz 2 2
V -14.740 -4.206 14.604
N -14.199 -5.468 17.789
C -14.102 -6.419 16.825
N -13.821 -7.677 17.214
N -13.846 -8.370 16.028
N -14.016 -7.515 15.028
N -14.134 -6.204 15.500
C -14.737 -4.193 17.670
N -15.360 -3.545 18.660
N -15.621 -2.244 18.137
N -15.109 -2.167 16.951
N -14.627 -3.421 16.525
H -14.277 -5.790 18.753
C -17.865 -3.491 12.779
C -17.265 -2.231 12.313
As -15.377 -2.148 12.874
C -14.322 -2.011 11.208
C -13.282 -1.039 11.241
C -12.680 -0.656 10.084
C -12.840 -1.422 8.899
C -13.807 -2.435 8.878
C -14.566 -2.659 10.011
C -15.449 -0.197 13.488
C -14.984 0.094 14.769
C -15.024 1.483 15.135
C -15.617 2.395 14.294
C -16.170 2.063 13.005
C -16.032 0.728 12.644
As -17.267 -4.038 14.686
C -18.344 -2.862 15.890
C -19.355 -3.392 16.747
C -20.360 -2.587 17.288
C -20.350 -1.157 17.067
C -19.258 -0.633 16.332
C -18.285 -1.476 15.725
C -18.592 -5.485 14.846
C -17.965 -6.693 15.228
C -18.800 -7.762 15.496
C -20.198 -7.696 15.172
C -20.752 -6.468 14.733
C -19.951 -5.364 14.623
H -17.620 -4.336 12.142
H -18.975 -3.460 12.748
H -17.720 -1.331 12.748
H -17.331 -2.094 11.240
H -13.013 -0.546 12.162
H -12.055 0.207 10.174
H -12.105 -1.266 8.126
H -14.015 -3.044 7.989
H -15.466 -3.334 10.052
H -14.724 -0.686 15.408
H -14.699 1.888 16.098
H -15.717 3.390 14.640
H -16.766 2.774 12.449
H -16.361 0.485 11.652
H -19.259 -4.493 16.861
H -21.245 -3.031 17.860
H -21.119 -0.542 17.562
H -19.214 0.389 16.071
H -17.510 -1.074 15.103
H -16.901 -6.775 15.315
H -18.399 -8.706 15.911
H -20.869 -8.595 15.169
H -21.830 -6.480 14.581
H -20.344 -4.431 14.243
N -11.395 -9.142 10.735
C -12.798 -8.871 10.831
S -13.945 -10.002 10.395
C -13.235 -7.561 11.363
C -12.382 -6.684 12.088
C -12.848 -5.643 12.881
N -14.240 -5.396 13.012
C -15.034 -6.170 12.265
C -14.635 -7.261 11.517
H -11.242 -9.953 10.159
H -10.945 -8.253 10.471
H -11.312 -6.825 12.059
H -12.157 -5.015 13.368
H -16.080 -5.865 12.355
H -15.362 -7.696 10.901
N -12.519 -2.060 14.266
C -13.260 -2.969 14.293
H -11.851 -1.388 14.668
*
```

The calculation puts the total energy at -212872.794 eV. For the energy above the lowest of the compared OMol25 structures with the same formula, charge and spin, the calculation gives 181.0 kJ/mol. Its LUMO energy (spin up / spin down) is -8.6 / -8.9 eV.